1.
Entry from the Open Molecules 2025 dataset: C33H48LuP2 as an isolated structure in a non-equilibrium geometry (ωB97M-V with the def2-TZVPD basis set).

* HOMO: -9.003 eV
* maximum force: 3.4 eV/A
* total charge: +1
* gap between HOMO and LUMO: 5.767 eV
* E_LUMO: -3.2 eV

XYZ file:
```
84
Properties=species:S:1:pos:R:3:forces:R:3:mulliken_charge:R:1
Lu -1.1315 1.7589 1.4777 2.33 -2.35 -0.57 0.363
C -0.5927 4.0148 0.2696 -0.64 -0.27 0.95 0.480
C -1.5632 3.4240 -0.5805 -0.53 -0.14 1.37 0.773
C -2.4757 3.5584 1.5929 0.64 -0.05 -1.96 0.047
C -1.1223 4.0755 1.6145 -0.27 0.67 -1.65 0.525
C -2.7048 3.0865 0.2206 0.80 0.79 0.43 0.411
C 0.7207 4.5273 -0.2075 0.78 0.21 0.02 -1.635
H 1.0343 4.0300 -1.1431 -0.11 0.23 0.52 0.295
H 1.5298 4.3800 0.5342 -0.43 0.06 -0.38 0.319
H 0.6568 5.6097 -0.4100 0.05 -0.33 0.04 0.281
C -0.3137 4.4943 2.7831 0.33 0.23 0.70 -1.009
H 0.7276 4.6869 2.4846 -0.44 0.03 0.13 0.306
H -0.2494 3.6744 3.5091 0.02 0.13 0.30 0.223
H -0.7101 5.3800 3.3057 0.08 -0.31 -0.22 0.370
C -3.0350 2.8367 2.7773 0.07 0.26 0.11 -0.938
H -3.3916 3.5489 3.5143 -0.11 -0.25 0.36 0.388
H -2.2116 2.2640 3.3225 -0.68 0.17 0.18 0.470
H -3.8289 2.1335 2.4986 0.03 0.19 0.25 0.266
C -3.8023 2.2054 -0.2722 -0.69 -0.18 -0.48 -1.242
H -4.7390 2.7701 -0.4544 0.39 -0.34 0.17 0.363
H -4.0532 1.3980 0.4486 0.00 0.22 -0.33 0.285
H -3.5216 1.7297 -1.2405 -0.18 0.28 0.74 0.288
C -1.4385 3.3249 -2.0565 -0.01 -0.16 -0.51 -1.727
H -2.1793 3.9657 -2.5273 -0.18 0.08 -0.07 0.391
H -1.5892 2.3170 -2.4555 0.02 0.04 0.12 0.185
H -0.4688 3.6844 -2.4054 -0.12 -0.15 0.08 0.434
C 2.4227 -0.2951 -0.5427 -0.17 0.50 0.24 -0.695
C 2.2736 0.6124 -1.5205 0.00 0.25 1.18 -0.583
C 1.2702 0.6893 -2.6219 -0.23 -0.45 -0.67 -0.273
C 0.1957 -0.3939 -2.8729 0.15 0.41 -1.38 0.501
C -0.8815 -0.6854 -1.9008 -0.73 0.30 1.09 0.362
C -0.8322 -1.4558 -0.7852 -1.09 2.46 0.56 -1.033
C 0.2879 -1.7620 0.1393 1.68 -1.31 -0.43 -0.235
C 1.7397 -1.6075 -0.4242 -0.60 -0.66 0.25 1.448
H 1.8417 0.7881 -3.5504 -0.04 -0.06 -0.14 0.537
H 0.6815 -1.3583 -3.2062 -0.42 1.07 0.80 -1.547
H 0.7451 1.6403 -2.5589 -0.02 0.27 0.24 -0.141
H 1.6756 -2.0283 -1.4890 0.09 0.78 1.79 -2.180
H 3.1576 -0.1135 0.2514 -0.06 0.21 -0.49 0.408
H 2.8969 1.5184 -1.4492 -0.17 -0.43 -0.10 0.463
H 2.3934 -2.2743 0.1648 -0.29 0.22 -0.15 0.869
H 0.2632 -1.2638 1.1168 -0.52 0.23 -0.16 -0.086
H -1.8064 -1.7855 -0.3906 0.26 0.33 -0.11 0.458
H 0.1539 -2.8396 0.3869 0.25 0.38 0.06 0.548
H -0.3427 -0.1037 -3.7975 0.34 0.29 0.33 0.696
H -1.8953 -0.3479 -2.2345 0.75 -0.84 0.19 0.314
P 1.7083 -3.0847 -2.8965 0.89 0.68 -0.71 0.597
C 3.3308 -3.6909 -2.3630 0.14 -0.60 -0.47 -1.391
C 1.8660 -2.9805 -4.6894 0.29 -0.97 -0.71 -1.326
P -1.1856 -3.7901 -2.4846 -0.56 -1.82 -1.04 0.481
C 0.5460 -4.3818 -2.5134 0.67 -0.85 -0.64 -1.256
C -1.4769 -4.1656 -4.2805 -0.27 0.26 -0.51 -1.346
C -1.8806 -5.4416 -2.0528 -0.09 -0.31 0.31 -1.261
H 3.2749 -4.0601 -1.3359 0.01 -0.01 -0.16 0.404
H 4.0762 -2.8850 -2.3974 -0.19 -0.24 -0.12 0.361
H 3.5937 -4.5108 -3.0493 0.40 0.13 0.41 0.422
H 2.3021 -3.9390 -5.0121 -0.10 0.33 -0.53 0.452
H 2.5253 -2.1478 -4.9723 -0.06 -0.29 0.22 0.330
H 0.9074 -2.8168 -5.1938 0.20 -0.11 0.20 0.315
H -1.4478 -6.1929 -2.7472 -0.41 0.26 0.54 0.359
H -2.9783 -5.4039 -2.1564 0.43 -0.19 0.09 0.404
H -1.6145 -5.7007 -1.0186 -0.21 -0.05 -0.23 0.379
H 0.8249 -4.8660 -1.5766 -0.01 0.11 0.11 0.598
H 0.6937 -5.1064 -3.3311 -0.36 -0.35 0.44 0.641
H -2.5607 -4.2491 -4.4511 0.29 0.04 0.02 0.433
H -1.0076 -5.1419 -4.5133 -0.28 0.54 -0.02 0.420
H -1.0960 -3.4063 -4.9716 -0.09 -0.11 0.14 0.260
C -0.5980 -0.4054 6.2599 0.78 0.46 0.12 -0.677
C -1.2568 -0.6240 5.0391 -0.21 0.08 -0.94 -1.073
C -0.7344 -0.1407 3.8368 -0.14 -0.17 1.14 -0.304
C 0.4766 0.5974 3.8267 0.15 0.84 1.18 1.246
C 0.9185 1.2697 2.6540 -0.46 -0.25 -1.46 0.098
C 2.1614 1.8577 2.6689 0.13 0.32 0.66 -0.658
C 2.8408 2.0823 3.9042 0.16 -0.29 -0.10 -0.710
C 2.3387 1.6060 5.0914 -0.01 0.02 -0.26 -1.029
C 1.1638 0.8058 5.0941 -0.42 0.11 -0.64 0.772
C 0.6016 0.3057 6.2884 -0.71 -0.64 0.00 -0.698
H -1.0206 -0.7961 7.1859 0.08 0.12 -0.29 0.399
H -2.1975 -1.1766 5.0233 0.29 0.06 0.05 0.407
H -1.2160 -0.4172 2.8842 0.03 -0.07 0.19 0.407
H 2.6337 2.2111 1.7480 -0.29 0.17 0.24 0.589
H 3.7637 2.6591 3.9044 -0.12 -0.12 0.01 0.418
H 2.8217 1.8388 6.0426 -0.09 -0.11 -0.29 0.385
H 1.1140 0.4751 7.2404 -0.16 -0.05 -0.35 0.402
```
Forces are in eV/Å.



2.
Entry from the Open Molecules 2025 dataset: a 5-piece molecular cluster, C33H48N2O12 overall in a non-equilibrium geometry (ωB97M-V with the def2-TZVPD basis set).

* HOMO: -8.053 eV
* maximum force: 7.7 eV/A
* total charge: 0
* gap between HOMO and LUMO: 6.803 eV
* E_LUMO: -1.2 eV

XYZ file:
```
95
Properties=species:S:1:pos:R:3:forces:R:3:mulliken_charge:R:1
C 5.1574 -2.1774 -0.5876 1.89 2.04 -0.83 -0.410
C 5.8250 -1.1168 0.4987 1.55 0.85 -5.16 -0.469
C 6.8614 -0.0004 -0.1139 -2.16 -3.25 -2.23 -0.280
C 7.1873 0.0048 -1.7532 -1.57 -1.85 0.79 0.452
C 8.2018 1.1898 -2.2708 -0.31 0.00 1.48 -0.648
C 7.6491 2.6466 -1.6715 1.08 0.64 -0.86 -0.480
C 6.2785 3.1758 -2.3987 -0.26 -0.53 -0.04 -0.701
C 4.8896 2.5110 -1.8358 -4.12 -2.17 -0.81 0.666
C 4.4252 2.3875 -0.2685 -3.37 -1.59 -2.07 -0.456
C 2.9501 1.6998 0.1136 2.07 0.95 -2.75 -0.493
C 1.8989 1.1180 -1.0432 1.33 0.83 0.48 0.291
N 0.5946 0.5639 -0.5442 1.24 0.12 -7.55 -0.066
C -0.2310 0.1357 -1.7252 2.23 0.80 0.10 -0.156
C 0.2115 0.2004 -3.2897 2.66 1.63 2.02 -0.498
N 1.5331 0.7510 -3.7450 -2.82 -0.67 5.76 -0.542
C 2.3698 1.2358 -2.5950 0.45 0.14 0.22 0.467
C 3.8426 1.9078 -2.9699 0.32 0.50 3.54 -0.715
C 6.5306 -1.0628 -2.8221 -0.81 0.24 5.24 -0.430
C 5.4931 -2.1847 -2.2023 1.78 3.00 2.05 -0.331
H 4.3980 -2.9651 -0.1331 1.79 1.79 -1.28 0.271
H 5.5825 -1.0824 1.6432 0.37 -0.33 -2.57 0.312
H 7.3529 0.7913 0.6167 -1.08 -1.89 -1.85 0.304
H 8.3594 1.2159 -3.4429 -0.62 -0.07 2.47 0.302
H 9.2740 1.0398 -1.7699 -2.32 0.14 -1.14 0.279
H 8.5019 3.4289 -1.9649 -1.85 -1.55 0.64 0.332
H 7.6129 2.6644 -0.4892 -0.15 -0.23 -2.57 0.224
H 6.3878 2.9002 -3.5542 -0.45 0.57 2.53 0.222
H 6.2083 4.3462 -2.3401 0.09 -2.28 0.07 0.375
H 5.1243 2.8057 0.5920 -1.75 -1.05 -1.99 0.261
H 2.6082 1.6361 1.2556 0.88 0.15 -2.88 0.298
H -1.3093 -0.3147 -1.4886 2.69 1.13 -0.46 0.319
H -0.5436 -0.1779 -4.1230 1.87 0.92 1.97 0.439
H 4.1624 1.9726 -4.1117 -0.90 -0.23 2.73 0.158
H 6.8331 -0.9738 -3.9511 -0.78 -0.32 2.48 0.263
H 4.9963 -2.9418 -2.9765 1.11 1.73 2.19 0.356
C -0.9738 0.4163 2.0219 -0.34 -0.03 0.08 -0.883
C -0.8745 0.8909 3.4616 0.46 -0.60 -0.39 -0.354
O -1.9171 1.8268 3.7614 -1.17 -0.30 0.63 -0.349
C -3.1365 1.2872 4.0084 0.17 -0.27 -0.20 0.699
O -3.4108 0.0976 4.0033 0.37 1.68 0.10 -0.496
O -4.0082 2.3021 4.2356 0.74 -1.14 0.39 -0.289
C -5.3553 1.8745 4.4241 -0.51 -0.09 0.17 -0.744
H -0.9994 1.2688 1.3364 0.21 -0.13 0.17 0.254
H -0.1241 -0.2221 1.7651 -0.13 0.20 0.04 0.426
H -1.8939 -0.1526 1.8554 0.11 -0.02 0.15 0.269
H 0.0751 1.4163 3.6054 -0.35 0.19 0.09 0.293
H -0.8883 0.0511 4.1666 -0.21 0.19 -0.09 0.297
H -5.4253 1.1077 5.2029 0.07 0.06 -0.27 0.293
H -5.7631 1.5046 3.4794 0.05 -0.12 0.16 0.326
H -5.9444 2.7395 4.7413 0.36 -0.01 -0.10 0.243
C -3.7193 -3.0622 3.8227 0.09 -0.30 0.14 -1.043
C -5.0334 -2.3103 3.9481 0.69 0.40 0.05 0.185
O -6.1397 -3.1635 3.6304 -0.78 -0.81 0.80 -0.380
C -6.5200 -4.0202 4.6104 0.53 0.06 0.17 0.681
O -6.0139 -4.1171 5.7171 -0.80 0.13 -1.44 -0.554
O -7.5455 -4.7729 4.1376 0.66 0.67 0.28 -0.335
C -7.9865 -5.7815 5.0436 -0.26 -0.35 0.30 -0.622
H -3.6356 -3.5292 2.8367 -0.03 0.17 0.02 0.292
H -2.8716 -2.3878 3.9708 -0.20 -0.03 -0.05 0.212
H -3.6519 -3.8667 4.5616 -0.05 0.17 -0.02 0.355
H -5.0501 -1.4867 3.2269 -0.27 -0.34 0.10 0.176
H -5.1537 -1.8688 4.9445 -0.05 -0.26 -0.17 0.241
H -8.2224 -5.3598 6.0264 0.22 -0.08 -0.18 0.289
H -7.2252 -6.5616 5.1301 -0.06 0.16 0.15 0.284
H -8.8971 -6.2292 4.6356 0.23 0.26 -0.16 0.227
C -3.5285 3.9480 2.0406 0.46 0.13 -0.24 -0.821
C -3.8434 5.4307 1.9384 -0.52 -0.58 -0.14 -0.429
O -2.6444 6.2115 2.0139 0.65 0.42 -0.87 -0.357
C -1.9124 6.2739 0.8740 -0.17 -0.47 -0.23 0.777
O -2.1880 5.7382 -0.1877 0.38 0.84 1.41 -0.565
O -0.8031 7.0140 1.1257 -0.95 -0.44 -0.08 -0.337
C 0.1033 7.0869 0.0275 0.37 0.11 -0.40 -0.590
H -2.9340 3.7416 2.9357 -0.30 0.27 -0.32 0.329
H -4.4484 3.3586 2.0799 0.10 0.16 -0.02 0.269
H -2.9391 3.6088 1.1830 -0.16 0.13 -0.03 0.359
H -4.4696 5.7275 2.7860 0.35 0.19 -0.06 0.308
H -4.4047 5.6634 1.0257 0.30 0.02 0.07 0.338
H -0.4010 7.4230 -0.8847 0.04 -0.23 0.19 0.285
H 0.5766 6.1136 -0.1285 -0.15 0.10 -0.13 0.259
H 0.8806 7.8146 0.2770 -0.29 -0.13 0.22 0.225
C -1.6456 -6.3273 -6.3539 0.18 0.20 -0.21 -1.081
C -1.7140 -5.9472 -4.8847 -0.55 -0.24 -0.37 -0.165
O -0.4384 -5.4915 -4.4175 0.35 1.06 0.05 -0.355
C -0.1145 -4.2164 -4.7470 -0.10 0.08 -0.34 0.743
O -0.8067 -3.4413 -5.3875 0.87 -0.95 0.93 -0.560
O 1.1274 -3.9591 -4.2642 -1.12 -0.42 -0.25 -0.332
C 1.6289 -2.6722 -4.6181 0.22 0.54 -0.08 -0.014
H -0.8394 -7.0463 -6.5284 -0.17 -0.03 0.12 0.289
H -2.5912 -6.7648 -6.6852 0.09 0.02 0.08 0.352
H -1.4330 -5.4543 -6.9789 -0.13 -0.07 0.15 0.306
H -1.9715 -6.8316 -4.2931 0.33 0.22 0.08 0.286
H -2.4904 -5.1961 -4.6965 0.30 0.01 -0.08 0.299
H 0.9236 -1.8801 -4.3452 0.21 -0.37 -0.22 -0.069
H 1.8498 -2.6414 -5.6886 -0.16 0.09 0.10 0.329
H 2.5590 -2.5074 -4.0671 -0.23 -0.25 0.02 0.011
```
Forces are in eV/Å.



What is the formula in the first record? C33H48LuP2



Among the records above, which one has the lowest E_LUMO? C33H48LuP2